The following is a DFT calculation (ωB97M-V/def2-TZVPD) of a molecular structure, C44H46CaN5O18 in a non-equilibrium geometry.

Summary:
**Maximum force**: 3.45 eV Å⁻¹
**Electronic energy**: -4009.42202 a.u.

```
! RIJCOSX wB97M-V def2-TZVPD def2/J DEFGRID3
* xyz 1 1
Ca 2.460 0.581 -0.657
C -1.044 2.352 0.520
C 0.153 1.591 0.053
O 1.026 2.212 -0.606
O 0.279 0.372 0.319
H -0.818 3.427 0.430
H -1.299 2.013 1.580
H -1.951 2.051 -0.055
O 4.260 1.876 -0.714
C 5.285 2.491 -0.412
O 6.493 1.963 -0.284
C 7.423 3.011 0.129
C 6.657 4.311 0.364
C 5.283 3.931 -0.062
H 8.167 3.122 -0.687
H 7.955 2.701 1.030
H 7.059 5.078 -0.182
H 6.663 4.527 1.377
H 4.822 4.466 -0.894
H 4.457 3.972 0.604
O -2.215 -1.205 -0.384
C -2.523 -2.368 -0.563
O -2.900 -2.883 -1.788
C -3.257 -4.313 -1.717
C -2.728 -4.793 -0.385
C -2.612 -3.464 0.420
H -2.668 -4.772 -2.521
H -4.299 -4.407 -1.841
H -1.706 -5.259 -0.513
H -3.330 -5.555 0.164
H -1.732 -3.419 1.039
H -3.413 -3.331 1.050
O 2.154 0.010 -2.815
C 1.957 0.251 -3.986
O 1.575 1.536 -4.374
C 1.778 1.704 -5.752
C 2.017 0.323 -6.362
C 2.244 -0.635 -5.215
H 2.567 2.429 -5.878
H 0.912 2.208 -6.132
H 2.740 0.276 -7.173
H 1.096 0.064 -6.977
H 3.324 -0.855 -5.162
H 1.575 -1.486 -5.278
C -5.643 1.167 -1.654
C -6.358 1.120 -0.453
C -6.818 -0.093 -0.046
C -6.471 -1.239 -0.706
C -5.817 -1.252 -1.932
C -5.427 -0.018 -2.447
N -6.913 -2.543 -0.239
O -6.065 -3.479 -0.140
O -8.091 -2.705 0.001
H -5.223 2.081 -2.039
H -6.471 1.980 0.198
H -7.410 -0.165 0.862
H -5.450 -2.166 -2.383
H -4.852 0.168 -3.312
C 0.216 4.900 3.517
C 1.470 4.430 3.354
C 2.196 3.709 4.315
C 1.520 3.513 5.504
C 0.200 3.928 5.729
C -0.439 4.556 4.661
N 2.156 2.620 6.546
O 3.376 2.547 6.552
O 1.465 2.051 7.376
H -0.269 5.550 2.779
H 2.047 4.764 2.526
H 3.195 3.371 4.132
H -0.226 3.740 6.703
H -1.488 4.764 4.790
C 1.791 -4.773 -2.492
C 3.082 -4.873 -2.930
C 4.117 -4.254 -2.299
C 3.837 -3.355 -1.286
C 2.510 -3.162 -0.812
C 1.562 -3.986 -1.403
N 5.016 -2.603 -0.800
O 6.047 -3.231 -0.946
O 4.928 -1.500 -0.281
H 1.002 -5.481 -2.880
H 3.303 -5.583 -3.690
H 5.114 -4.438 -2.590
H 2.302 -2.477 0.034
H 0.601 -4.071 -0.926
C -1.812 2.041 -3.396
C -1.740 0.831 -2.733
C -1.544 -0.336 -3.442
C -1.559 -0.261 -4.864
C -1.685 0.965 -5.492
C -1.847 2.113 -4.753
N -1.207 -1.461 -5.631
O -1.086 -1.282 -6.848
O -1.021 -2.586 -5.111
H -1.929 2.955 -2.849
H -1.806 0.702 -1.656
H -1.532 -1.283 -2.903
H -1.700 0.983 -6.599
H -1.947 3.107 -5.233
C -0.285 -2.876 7.171
C 0.311 -1.830 6.467
C -0.321 -0.567 6.408
C -1.478 -0.411 7.152
C -2.089 -1.443 7.866
C -1.548 -2.703 7.848
N -2.019 0.939 7.266
O -2.468 1.382 8.320
O -1.994 1.593 6.227
H 0.242 -3.847 7.207
H 1.233 -2.056 5.947
H 0.091 0.309 5.890
H -2.907 -1.132 8.556
H -1.862 -3.458 8.582
*
```